<a>
Molecular formula: C4H8IN2
Method: DFT, ωB97M-V with the def2-TZVPD basis set

XYZ file:
```
15
Properties=species:S:1:pos:R:3:mulliken_charge:R:1
C -1.437 -0.509 0.298 -0.2842
C 1.073 -0.371 0.573 0.2855
C -0.049 -0.665 -0.358 -0.2335
C -0.835 1.780 -0.568 -0.8534
N -1.000 0.333 -0.729 -0.0782
N 2.110 -1.158 0.702 -0.2254
I 0.191 -2.092 -2.112 0.1616
H -2.072 -1.192 -0.008 0.2762
H -1.452 -0.082 1.407 0.2524
H 1.041 0.621 1.153 0.2797
H -0.290 2.140 0.241 0.3483
H -0.380 2.192 -1.545 0.2786
H -1.936 1.958 -0.567 0.3449
H 2.218 -2.022 0.191 0.1798
H 2.817 -0.931 1.320 0.2676
```

Summary:
Total charge: +1
Structure (SMILES): CN1C[C@]1(I)C=[NH2+]
Highest occupied orbital energy (eV): -13.456

<b>
Molecular formula: C4H8IN2
Method: DFT, ωB97M-V with the def2-TZVPD basis set

XYZ file:
```
15
Properties=species:S:1:pos:R:3:mulliken_charge:R:1
C 0.859 -2.100 -0.449 0.1040
C -0.077 -0.293 -1.285 -0.5525
C 1.026 -1.070 0.684 -0.6390
C -0.448 1.010 0.723 -0.9110
N 0.231 -1.629 -1.411 -0.3866
N 0.544 0.253 -0.006 -0.1071
I 2.990 -0.711 1.346 0.2915
H 1.254 -3.083 -0.179 0.3799
H 0.156 0.103 -2.232 0.3575
H -1.162 -0.182 -1.458 0.3460
H 0.309 -1.086 1.470 0.5041
H -1.555 0.758 0.624 0.2977
H -0.100 1.145 1.820 0.3919
H -0.391 2.046 0.173 0.3930
H 1.493 0.622 -0.294 0.5307
```

Summary:
Total charge: +1
Structure (SMILES): C[N@@H+]1CN=C[C@H]1I
Highest occupied orbital energy (eV): -14.183

Least stable: <a>

<a>
Molecular formula: C6H6O3
Method: DFT, ωB97M-V with the def2-TZVPD basis set

XYZ file:
```
15
Properties=species:S:1:pos:R:3:mulliken_charge:R:1
C 0.744 -1.473 0.344 -0.5845
C -0.491 -2.021 0.493 -0.3710
C -1.611 1.182 -0.135 -0.3012
C 0.590 -0.138 -0.321 0.9701
C -0.919 -0.065 -0.484 0.8393
C 1.397 1.117 0.038 -1.3624
O -2.487 1.188 0.701 -0.4824
O -1.500 -1.273 0.053 -0.3720
O -0.044 -0.085 -1.586 -0.5209
H 1.784 -1.696 0.630 0.3281
H -0.732 -3.039 0.926 0.3568
H -1.485 2.022 -0.829 0.3916
H 0.853 1.794 0.734 0.2947
H 1.486 1.680 -0.817 0.4523
H 2.416 0.807 0.253 0.3614
```

Summary:
Structure (SMILES): C[C@@]12C=CO[C@]1(C=O)O2
Highest occupied orbital energy (eV): -9.434

<b>
Molecular formula: C6H6O3
Method: DFT, ωB97M-V with the def2-TZVPD basis set

XYZ file:
```
15
Properties=species:S:1:pos:R:3:mulliken_charge:R:1
C -2.207 -0.509 -0.022 -1.0974
C -0.742 0.009 -0.215 0.2773
C 0.238 -0.828 -0.052 0.4424
C 1.753 -0.291 -0.132 0.7387
C 1.734 1.124 0.085 -0.4913
C 0.600 1.785 -0.090 0.0462
H -2.939 0.353 -0.613 0.2653
H -2.151 -1.523 -0.189 0.4188
H -2.372 -0.120 1.228 0.2224
H 0.934 -2.613 -0.516 0.4187
H 2.730 1.639 0.713 0.1934
H 0.358 2.955 0.105 0.2694
O -0.063 -2.122 0.092 -0.7053
O 2.694 -1.113 -0.163 -0.6554
O -0.567 1.252 -0.230 -0.3432
```

Summary:
Highest occupied orbital energy (eV): -8.751

Least stable: <b>

<a>
Molecular formula: C2H4ClN3O2
Method: DFT, ωB97M-V with the def2-TZVPD basis set

XYZ file:
```
12
Properties=species:S:1:pos:R:3:mulliken_charge:R:1
C -0.110 0.445 -0.279 -0.0676
C 1.273 0.969 -0.542 0.1198
N 0.159 -0.710 -0.791 -0.4422
N 1.505 -0.397 -1.026 -0.3046
N -1.730 -0.423 1.705 0.1698
O -2.321 -0.381 2.734 -0.3831
O -1.744 -1.660 1.104 -0.3513
Cl 1.391 2.265 -1.746 -0.1772
H -0.990 0.833 0.180 0.4473
H 1.889 1.233 0.319 0.2551
H -1.187 -1.612 0.299 0.4694
H 1.866 -0.563 -1.957 0.2647
```

Summary:
Highest occupied orbital energy (eV): -9.748

<b>
Molecular formula: C2H4ClN3O2
Method: DFT, ωB97M-V with the def2-TZVPD basis set

XYZ file:
```
12
Properties=species:S:1:pos:R:3:mulliken_charge:R:1
C -0.388 -0.295 -0.582 -0.1559
C 0.986 -0.424 0.466 -0.0813
N -1.130 -0.296 0.715 -0.4349
N 0.087 -0.070 1.525 -0.3048
N -0.217 0.941 -1.405 0.8321
O 0.282 0.786 -2.482 -0.5426
O -0.584 1.945 -0.854 -0.5109
Cl 1.923 -1.860 0.568 -0.1533
H -0.809 -1.055 -1.138 0.4656
H 1.588 0.484 0.214 0.2744
H -1.803 0.531 0.630 0.3202
H 0.064 -0.687 2.345 0.2914
```

Summary:
Structure (SMILES): O=[N+]([O-])[C@@H]1NN[C@H]1Cl
Highest occupied orbital energy (eV): -9.378

Least stable: <b>

<a>
Molecular formula: C6H9N2O
Method: DFT, ωB97M-V with the def2-TZVPD basis set

XYZ file:
```
18
Properties=species:S:1:pos:R:3:mulliken_charge:R:1
C -0.483 -3.910 1.740 -1.0823
C -0.971 -2.550 1.646 0.1536
C 0.787 2.031 -1.064 0.5882
C 0.152 4.126 -2.106 -0.9636
C 1.022 2.911 -1.951 -0.5047
C -0.205 -1.450 1.897 -0.0312
N -1.118 0.752 2.270 -0.2478
N -0.700 -0.246 2.043 0.6097
O 0.452 1.234 -0.289 -0.4664
H -1.124 -4.489 1.046 0.3326
H -0.806 -4.336 2.633 0.3445
H -2.137 -2.355 1.570 0.2813
H 0.154 4.392 -3.189 0.2720
H -0.686 3.859 -1.591 0.3775
H 0.798 4.971 -1.738 0.2612
H 1.867 2.807 -2.475 0.4324
H 0.645 -4.110 1.591 0.3518
H 0.945 -1.654 1.964 0.2913
```

Summary:
Total charge: +1
Highest occupied orbital energy (eV): -11.510

<b>
Molecular formula: C6H9N2O
Method: DFT, ωB97M-V with the def2-TZVPD basis set

XYZ file:
```
18
Properties=species:S:1:pos:R:3:mulliken_charge:R:1
C 0.785 0.874 0.439 -0.1286
C 1.483 0.003 1.427 -0.0847
C -0.089 -1.839 1.275 -0.0915
C -0.875 -0.274 -0.303 0.3404
C 1.968 0.247 0.047 -0.5412
C -1.720 1.306 -1.783 -0.6388
N 0.915 -1.211 1.769 -0.4722
N -0.941 -1.432 0.332 0.0068
O -1.797 0.034 -1.196 -0.3540
H 0.693 1.946 0.459 0.3811
H 1.770 0.493 2.342 0.3786
H -0.288 -2.746 1.837 0.3972
H 1.956 -0.707 -0.470 0.2264
H 2.856 0.698 -0.237 0.3645
H -2.516 1.333 -2.539 0.2582
H -0.715 1.283 -2.406 0.3117
H -1.815 2.038 -1.047 0.3498
H -1.667 -2.045 0.054 0.2963
```

Summary:
Total charge: +1
Highest occupied orbital energy (eV): -13.799

Least stable: <b>

<a>
Molecular formula: C6H9N2O
Method: DFT, ωB97M-V with the def2-TZVPD basis set

XYZ file:
```
18
Properties=species:S:1:pos:R:3:mulliken_charge:R:1
C -3.492 -1.347 -0.012 0.0271
C -1.569 0.690 -0.065 0.5485
C 1.991 0.810 -0.035 -0.5702
C 1.758 -0.752 -0.052 -0.6164
C 0.639 1.491 0.004 -0.6102
C 0.229 -0.944 0.069 -0.6767
N -2.491 -0.804 0.014 -0.0979
N -0.344 0.411 -0.167 0.1010
O -2.230 1.646 0.058 -0.3810
H -4.456 -1.763 -0.075 0.4803
H 2.411 0.938 1.031 0.2021
H 2.798 0.975 -0.706 0.4728
H 1.945 -1.100 -1.103 0.2255
H 2.151 -1.468 0.617 0.4188
H 0.284 2.118 0.847 0.4275
H 0.620 2.159 -0.926 0.2649
H -0.295 -1.705 -0.527 0.4141
H 0.052 -1.355 1.028 0.3698
```

Summary:
Total charge: +1
Structure (SMILES): C#[N+]C(=O)N1CCCC1
Highest occupied orbital energy (eV): -14.598

<b>
Molecular formula: C6H9N2O
Method: DFT, ωB97M-V with the def2-TZVPD basis set

XYZ file:
```
18
Properties=species:S:1:pos:R:3:mulliken_charge:R:1
C 0.524 -0.408 2.385 -0.5058
C 0.542 -1.790 1.825 -0.2982
C 0.497 0.772 1.665 -0.1573
C 0.414 1.188 0.284 -0.0839
C -0.227 -2.171 0.865 0.4225
C -0.357 1.785 -2.549 -0.6502
N -0.076 0.363 -0.561 -0.1593
N -0.741 -2.385 -0.291 -0.2820
O -0.333 0.537 -1.895 -0.1943
H 0.936 -0.559 3.362 0.3410
H 1.015 -2.642 2.482 0.3220
H 0.456 1.608 2.320 0.3187
H 0.438 2.203 0.099 0.4463
H -0.683 1.464 -3.642 0.2253
H 0.619 2.339 -2.452 0.2861
H -1.110 2.382 -2.128 0.3486
H -0.199 -2.108 -1.254 0.3371
H -1.714 -2.578 -0.516 0.2833
```

Summary:
Total charge: +1
Structure (SMILES): CO/N=C/C=C\C=C=[NH2+]
Highest occupied orbital energy (eV): -13.036

Least stable: <b>